Density functional theory data (the ωB97M-V functional and the def2-TZVPD basis) for a molecular structure, C10H31LiNO6.

Results
ΔE to the lowest compared entry with this formula, charge and spin = 0.000 eV
net charge = +1
largest force on an atom = 7.39 eV Å⁻¹
HOMO-LUMO gap = 0.3472 Eh
molar mass = 268.300 u

Geometry as XYZ:
```
49
Properties=species:S:1:pos:R:3:forces:R:3:mulliken_charge:R:1
Li -0.578955 -1.607776 -0.769605 0.003 0.393 -0.072 0.629
C -3.264343 -2.384018 0.017992 -2.632 2.662 1.879 -0.574
O -2.395199 -1.182038 0.272307 2.108 -4.508 -1.151 -0.429
H -3.173638 -3.175817 0.781844 0.997 0.292 -0.588 0.258
H -3.081329 -2.714313 -1.048283 -0.926 0.371 1.403 0.189
H -4.368868 -1.938988 0.454802 2.500 -1.525 -2.406 0.317
H -2.918796 -0.464863 0.461490 -1.876 2.397 0.692 0.259
C 0.061272 -4.306959 0.373310 -1.402 0.633 -1.550 -0.972
O -0.510030 -3.667038 -0.786745 0.435 0.971 0.366 -0.266
H 1.022396 -4.615495 0.267226 3.591 0.020 -1.042 0.392
H -0.315971 -5.277458 0.367786 -1.932 -1.406 1.528 0.417
H 0.077445 -3.614000 1.183624 -0.945 -0.036 0.836 0.343
H -0.708378 -4.292809 -1.487925 0.147 -0.068 0.097 0.169
C 1.112706 -2.537520 -3.701352 0.241 -1.346 -1.585 -0.704
O 0.061982 -1.869022 -3.066151 -0.776 0.479 0.192 -0.358
H 1.465115 -2.095495 -4.659270 -0.581 0.040 0.524 0.356
H 0.798658 -3.585512 -3.961819 0.325 0.946 0.477 0.221
H 1.953096 -2.530062 -3.050665 0.950 -0.450 0.540 0.249
H 0.111339 -0.948022 -3.320505 -0.294 0.301 0.039 0.256
C -1.516755 1.351695 -1.518895 -1.036 -3.925 1.081 -0.985
O -0.381104 0.465270 -1.498330 -1.198 -1.605 0.389 -0.168
H -2.500343 0.756348 -1.622709 1.847 0.746 -1.046 0.248
H -1.315729 2.137653 -2.100433 0.073 2.726 -3.000 0.478
H -1.709017 1.757310 -0.592939 0.260 0.958 2.656 0.377
H 0.498854 0.762844 -1.705607 -0.010 1.098 -0.118 0.188
C -0.335498 6.150428 0.784333 -1.068 4.509 4.872 -0.672
O 0.601744 5.287524 1.412860 -1.350 0.485 -0.112 -0.315
C 0.027280 4.029763 1.468250 2.200 -3.111 -4.964 -0.128
C 1.201263 2.960099 1.792708 -4.898 3.093 4.591 -0.722
N 0.565643 1.649776 1.661156 3.196 0.133 3.376 -0.180
C 1.560492 0.644404 2.092223 2.112 -1.886 -0.258 -0.612
C 0.962131 -0.786434 1.982138 -3.965 5.390 1.471 -1.011
O 0.900564 -1.047568 0.618691 -2.812 -1.094 -1.220 0.223
C 1.987658 -1.746888 0.198957 2.743 0.853 -5.631 -0.703
H -1.276431 6.289596 1.583642 2.189 -0.140 -1.675 0.255
H -0.910266 5.800927 -0.033554 0.503 -0.538 -1.556 0.333
H 0.135740 7.292271 0.768408 -1.177 -3.305 -0.550 0.246
H -0.205865 3.834133 0.200902 -0.012 -0.115 3.167 -0.015
H -0.890185 3.730137 2.005905 0.346 1.049 0.198 0.345
H 1.307231 3.279713 2.970635 0.327 -1.424 -2.630 0.294
H 2.066294 3.260280 1.302963 1.686 -0.122 -1.234 0.383
H 0.526595 1.476436 0.728117 -0.830 -0.493 -3.609 0.000
H 2.103512 0.834880 3.029678 -1.318 0.219 0.418 0.566
H 2.582221 0.515633 1.499584 -1.969 0.886 0.010 0.193
H -0.059277 -0.760638 2.626707 1.889 -0.425 -2.215 0.218
H 1.554234 -1.464085 2.360286 3.149 -3.485 2.628 0.763
H 2.157593 -2.800321 0.277519 -0.689 -0.690 1.160 0.404
H 2.878427 -1.200041 0.410578 0.961 0.100 0.918 0.429
H 2.134490 -1.653941 -1.031834 -1.084 -0.051 2.706 -0.182
```
Forces are in eV/Å.



Density functional theory data (the ωB97M-V functional and the def2-TZVPD basis) for 11 unconnected molecules or ions with the total composition C10H32Cl10O6.

Results
SMILES = ClCCCl.ClCCCl.ClCCCl.ClCCCl.ClCCCl.O.O.O.O.O.O
largest force on an atom = 3.13 eV Å⁻¹
HOMO-LUMO gap = 0.3885 Eh
molar mass = 602.890 u

Geometry as XYZ:
```
58
Properties=species:S:1:pos:R:3:forces:R:3:mulliken_charge:R:1
Cl 10.669792 9.021289 6.249624 0.074 -0.003 -0.402 -0.182
C 9.244442 8.125507 6.824660 0.539 -1.936 -0.024 0.050
C 8.039839 8.222977 5.902606 0.538 0.547 1.377 -0.343
Cl 8.221651 7.233204 4.458646 -0.027 0.186 -0.256 -0.182
H 9.030734 8.515809 7.784333 -0.532 0.688 0.931 -0.267
H 9.600185 7.097039 7.023451 -0.301 0.391 -0.414 0.379
H 8.066843 9.305531 5.744122 -0.863 -0.213 -0.918 0.281
H 7.118452 7.911696 6.434778 0.596 0.245 -0.350 0.303
Cl 8.052384 9.913620 10.364516 0.056 0.015 0.218 -0.240
C 8.968595 9.023122 11.632083 -1.344 -1.337 -0.135 -0.129
C 10.317396 9.557301 11.813851 1.151 1.417 -1.093 0.128
Cl 10.401649 11.142071 12.722171 -0.128 -0.561 -0.317 -0.205
H 9.081783 7.993668 11.242920 0.003 0.467 0.103 0.426
H 8.357806 8.894783 12.555261 0.444 0.586 -0.713 -0.105
H 10.855499 9.684803 10.832248 -0.715 0.065 0.969 -0.133
H 10.901951 8.865250 12.353148 0.626 -0.735 0.866 0.277
Cl 8.350174 6.693236 14.129014 -0.086 0.097 -0.140 -0.169
C 6.581403 6.723713 14.351069 -0.859 0.726 -0.584 -0.337
C 6.220546 6.684402 15.817232 0.651 0.748 -0.371 -0.408
Cl 6.811977 5.182762 16.611379 -0.360 0.672 -0.108 -0.184
H 6.154494 5.878882 13.809126 0.204 0.002 0.053 0.371
H 6.131275 7.671298 13.901016 0.830 -1.084 0.562 0.147
H 5.149626 6.777380 15.882815 -0.438 -0.378 0.283 0.335
H 6.641493 7.606286 16.254958 0.050 -0.754 0.351 0.265
Cl 5.990024 10.981352 15.381498 0.391 0.163 -0.327 -0.218
C 7.004662 11.688929 14.049480 -2.257 0.642 0.177 0.030
C 6.128571 12.135457 12.856158 0.251 0.707 0.883 -0.417
Cl 5.184620 10.898242 11.983043 0.304 0.045 0.522 -0.166
H 7.676532 10.959705 13.734564 1.021 -1.427 -0.461 -0.227
H 7.599160 12.495571 14.480068 -0.390 0.188 -0.164 0.362
H 6.836200 12.573525 12.192543 0.581 0.052 -1.034 0.230
H 5.444140 12.963826 13.065449 -0.002 -0.442 0.470 0.385
Cl 11.092301 14.187368 9.494701 -0.272 -1.657 -0.038 -0.280
C 10.680283 12.324344 9.489927 -0.958 1.305 -0.006 -0.054
C 10.323591 11.853899 8.084252 1.995 2.095 -0.044 0.573
Cl 9.009709 12.735525 7.357920 -1.013 0.493 -0.260 -0.207
H 9.954936 12.185898 10.302753 -0.247 0.308 -0.769 0.015
H 11.545562 11.850210 9.859614 1.327 -0.487 0.060 0.114
H 10.089299 10.842160 7.975144 -0.181 -1.573 0.482 -0.504
H 11.202653 12.065174 7.426551 -0.567 -0.335 0.576 0.311
O 15.077960 10.773859 8.789310 1.251 -0.970 -0.505 -0.740
H 14.724381 11.615060 8.496611 -0.373 0.814 -0.158 0.392
H 15.813132 10.555920 8.166842 -0.943 0.218 0.697 0.330
O 12.333120 6.698054 11.909986 1.681 0.845 -0.884 -0.620
H 13.064036 7.035931 11.312220 -1.433 -0.636 0.269 0.321
H 12.636014 7.172816 12.688612 -0.333 -0.069 0.614 0.288
O 12.996583 9.092933 10.080762 -1.943 -1.824 -0.703 -0.512
H 13.589843 9.491194 9.486165 1.440 1.035 -1.021 0.261
H 13.084121 9.470624 10.925676 0.651 0.763 1.700 0.250
O 16.400351 10.392854 11.251976 -0.962 -1.626 -2.493 -0.753
H 15.916756 10.656312 10.405549 0.672 -0.365 1.154 0.436
H 16.474075 11.162220 11.752539 0.288 2.133 1.305 0.324
O 14.025127 13.334361 8.102117 0.235 -0.818 0.493 -0.595
H 14.399475 13.705509 7.315982 0.167 0.477 -0.645 0.289
H 13.307924 13.899937 8.389168 -0.411 0.237 0.137 0.234
O 14.520805 9.010999 12.719865 -0.624 -0.241 0.321 -0.635
H 14.925217 8.211389 13.068914 0.143 0.126 -0.060 0.311
H 15.203274 9.474157 12.211520 0.403 -0.025 -0.178 0.393
```
Forces are in eV/Å.